1.
The following is a quantum chemistry calculation of a cluster of 13 separate species, C21H68N8O13 in total in a non-equilibrium geometry, from the OMol25 dataset.

Geometry as XYZ:
```
110
Properties=species:S:1:pos:R:3
C 17.03295 -5.72728 2.19133
C 17.75614 -7.00108 1.68665
O 16.98319 -8.09606 2.05120
H 16.94346 -5.62127 3.27145
H 16.00211 -5.76795 1.80225
H 17.52610 -4.83450 1.75151
H 18.64689 -7.05640 2.29584
H 18.03409 -7.13091 0.66839
H 16.10809 -7.89342 1.73264
C 19.17664 -2.85745 -2.63974
C 18.65756 -3.37371 -1.34693
O 17.99510 -4.63134 -1.36584
H 19.67317 -1.88419 -2.42854
H 18.43766 -2.70183 -3.43364
H 19.95003 -3.52156 -3.05781
H 17.96741 -2.76910 -0.90321
H 19.53699 -3.48791 -0.76030
H 18.56567 -5.38214 -1.41317
C 14.98090 -2.87526 -0.11552
C 13.78550 -3.74027 -0.43976
O 13.53891 -4.57307 0.67710
H 15.27664 -2.03569 -0.75111
H 15.89973 -3.45618 0.09646
H 14.83525 -2.25619 0.74345
H 13.98205 -4.31282 -1.29970
H 12.91825 -3.14355 -0.47813
H 12.70217 -5.02556 0.47330
C 16.54729 -11.85134 -0.98800
C 16.62072 -11.21252 0.35789
O 17.50871 -10.16410 0.32262
H 17.38703 -12.39972 -1.29985
H 16.37430 -11.13768 -1.80806
H 15.67433 -12.53472 -1.15363
H 16.99852 -11.87471 1.15862
H 15.61826 -10.85775 0.67144
H 17.24026 -9.49832 0.89056
C 15.54957 -3.17446 -3.52159
C 15.12500 -4.55179 -4.03177
O 13.90960 -4.41304 -4.74807
H 16.29729 -3.17622 -2.74541
H 14.71065 -2.62973 -2.99827
H 16.01020 -2.67665 -4.37211
H 14.91678 -5.20859 -3.21243
H 15.76237 -4.95167 -4.83998
H 14.03482 -3.67959 -5.38370
C 12.29877 -6.51712 -1.73029
C 11.82081 -7.29984 -3.03106
O 10.74076 -6.55339 -3.55933
H 13.36481 -6.63110 -1.53494
H 11.73954 -6.77189 -0.88037
H 12.20182 -5.46683 -1.82828
H 11.44457 -8.31400 -2.78568
H 12.55866 -7.37609 -3.77270
H 10.69017 -6.74550 -4.50394
C 13.92999 -10.79343 -3.51753
C 12.64285 -11.54545 -3.81144
O 11.63752 -10.57305 -4.06095
H 13.70548 -10.21888 -2.62353
H 14.23460 -10.00775 -4.26951
H 14.73906 -11.56441 -3.31656
H 12.36127 -12.23675 -3.05140
H 12.81367 -12.22860 -4.59953
H 11.84973 -9.96631 -4.75802
C 15.59282 -8.48203 -1.89391
C 16.24526 -7.14364 -1.67110
O 15.54356 -6.50989 -0.66352
H 14.49991 -8.38243 -2.06147
H 15.72021 -9.11254 -0.96292
H 16.01685 -9.02583 -2.80999
H 16.29950 -6.50287 -2.56675
H 17.22652 -7.23228 -1.33223
H 15.84785 -5.60065 -0.67921
C 21.03794 -6.52567 -2.39075
O 19.79635 -6.71656 -1.72781
N 21.46449 -7.23179 -3.37993
N 21.84534 -5.53033 -2.14148
H 21.02372 -8.17194 -3.42213
H 22.30791 -7.06415 -3.89245
H 21.57891 -4.90005 -1.36335
H 22.80658 -5.45191 -2.49830
C 18.63909 -5.01498 -5.56705
O 18.07510 -3.78108 -5.81781
N 19.53880 -5.64339 -6.35449
N 18.51741 -5.56529 -4.42738
H 19.89917 -5.14935 -7.19589
H 20.04042 -6.53615 -6.11033
H 17.97027 -4.92358 -3.85319
H 18.90588 -6.51639 -4.11328
C 19.15229 -9.46101 -3.10065
O 18.27445 -8.45043 -3.47955
N 20.29743 -9.60289 -3.73454
N 18.90352 -10.37927 -2.25112
H 20.38105 -9.10124 -4.59180
H 20.95612 -10.34654 -3.40752
H 18.13800 -10.39066 -1.63817
H 19.39745 -11.27179 -2.32557
C 13.52816 -7.78733 2.29290
O 12.97216 -8.79120 3.07992
N 14.21297 -8.03559 1.16681
N 13.61643 -6.56424 2.66267
H 13.98573 -8.93632 0.78703
H 14.65532 -7.38131 0.52524
H 12.89556 -6.28032 3.37758
H 13.70990 -5.86492 1.88030
C 15.22660 -7.61047 -5.11997
O 14.24573 -6.89342 -5.87151
H 16.17439 -7.17810 -4.97703
H 15.30958 -8.51124 -5.64567
H 14.76296 -7.79463 -4.12687
H 14.31489 -5.96110 -5.53788
```

Results
**Charge**: 0
**E_HOMO**: -8.612 eV
**HOMO-LUMO gap**: 8.178 eV


2.
The following is a quantum chemistry calculation of a cluster of 15 separate species, C21H72O15 in total in a non-equilibrium geometry, from the OMol25 dataset.

Geometry as XYZ:
```
108
Properties=species:S:1:pos:R:3
O 5.06921 -4.27346 -1.58165
H 5.83047 -4.10526 -1.02629
H 4.32194 -4.22589 -0.98538
O -7.07718 -4.39791 -0.72473
H -6.52787 -5.03801 -0.27222
H -7.11115 -4.70794 -1.62970
O 2.83786 -5.09171 4.65519
H 2.63435 -4.95266 3.73027
H 2.40730 -5.91811 4.87405
O -0.44919 -3.09775 8.13842
H 0.05098 -3.37937 8.90442
H 0.18814 -3.09257 7.42428
O -3.83121 -7.31639 0.86292
H -3.81227 -7.78898 0.03074
H -3.06865 -7.64193 1.34120
O 5.00582 -1.41781 7.14289
H 4.49260 -2.01838 6.60240
H 5.65484 -1.05010 6.54306
O 3.00863 -11.19231 -0.89680
H 3.94014 -11.05998 -1.07289
H 2.79135 -10.52823 -0.24257
O -4.38282 -1.62243 5.52108
H -3.83543 -1.05259 4.98081
H -3.77707 -2.00643 6.15498
C -1.38903 -1.68834 -0.01287
C 0.18357 -1.90161 0.14401
C 0.60285 -0.92306 1.30782
O 0.50318 -3.25052 0.58166
H -1.93339 -1.92802 0.90054
H -1.72276 -2.35663 -0.80667
H -1.58275 -0.68074 -0.38074
H 0.75857 -1.67718 -0.75438
H 0.18262 0.08268 1.30897
H 1.66912 -0.70023 1.26898
H 0.33850 -1.31031 2.29182
H -0.10879 -3.83554 0.12907
C -6.71274 2.05229 -8.28645
C -7.14751 2.93806 -7.08180
C -7.06350 2.18577 -5.81745
O -6.52255 4.16986 -7.00177
H -7.27564 1.11924 -8.26043
H -5.64339 1.90623 -8.13397
H -6.87280 2.59128 -9.22024
H -8.09169 3.36764 -7.41662
H -7.75090 1.35198 -5.67470
H -7.35406 2.75024 -4.93142
H -6.04724 1.82031 -5.66996
H -6.59575 4.57169 -7.87054
C 10.09418 0.51631 2.41075
C 10.42059 1.73002 3.21713
C 10.53225 2.90333 2.30035
O 9.36266 1.95392 4.09330
H 9.21300 0.46984 1.77084
H 10.02232 -0.37552 3.03330
H 10.91978 0.44981 1.70219
H 11.31041 1.39994 3.75321
H 11.31256 2.89330 1.53936
H 10.75575 3.82067 2.84499
H 9.57579 2.92164 1.77790
H 9.63306 2.67752 4.66330
C 2.84851 4.42842 -5.25934
C 2.17629 3.49095 -6.09765
C 1.25580 4.14400 -7.08137
O 3.12283 2.78035 -6.89829
H 3.60876 3.93046 -4.65755
H 2.19115 4.75485 -4.45347
H 3.22278 5.27708 -5.83188
H 1.66332 2.81135 -5.41713
H 0.29266 4.37895 -6.62830
H 1.00343 3.52070 -7.93922
H 1.73056 5.05558 -7.44430
H 3.20577 3.25848 -7.72660
C -0.14488 -8.82262 -6.46195
C -0.95547 -7.72772 -5.77698
C -2.46219 -7.83658 -6.20071
O -0.72187 -7.99866 -4.39318
H 0.87565 -8.69907 -6.09953
H -0.06451 -8.72181 -7.54430
H -0.51418 -9.78590 -6.11008
H -0.71982 -6.68469 -5.98831
H -3.18373 -7.37414 -5.52719
H -2.69154 -8.90194 -6.17795
H -2.54934 -7.42060 -7.20443
H -0.00258 -8.62738 -4.29869
C -3.58092 6.66606 1.62390
C -4.93155 7.26355 1.10424
C -5.97438 7.40202 2.27289
O -4.67092 8.51629 0.59188
H -3.62992 5.61263 1.89955
H -3.28281 7.23001 2.50775
H -2.72474 6.80731 0.96427
H -5.27934 6.72155 0.22483
H -6.32647 6.37487 2.36825
H -6.91376 7.91650 2.07047
H -5.56199 7.57062 3.26768
H -4.11936 8.39792 -0.18489
C -1.02113 3.83535 9.32168
C 0.47869 4.12395 9.24530
C 0.95714 3.87758 7.74970
O 0.78492 5.48906 9.47120
H -1.10728 2.87842 8.80694
H -1.54044 4.63851 8.79885
H -1.45809 3.81271 10.32000
H 1.01892 3.63896 10.05834
H 0.57720 2.88967 7.48936
H 2.03177 3.81004 7.58030
H 0.52804 4.61157 7.06762
H 0.62219 5.64470 10.40442
```

Results
**Charge**: 0
**E_HOMO**: -9.743 eV
**HOMO-LUMO gap**: 9.708 eV


3.
The following is a quantum chemistry calculation of a structure of composition C21H9Cl44FN3O2PS3 in a non-equilibrium geometry, from the OMol25 dataset.

Geometry as XYZ:
```
84
Properties=species:S:1:pos:R:3
C 2.90709 1.77724 0.72070
C 2.40597 3.23786 0.52466
C 1.02562 3.34264 -0.21101
C 0.17888 2.13673 0.20204
C -0.06118 1.16394 -0.69198
F 0.43726 1.28767 -1.92538
C -0.83250 -0.00305 -0.31828
N -1.02169 -1.01318 -1.33059
C -2.10518 -1.03380 -1.91793
S -3.58407 -1.28242 -2.34261
C -1.35398 -0.16655 0.92901
P -2.38067 -1.58549 1.48802
O -2.10320 -2.93704 0.65307
O -1.97678 -1.88503 3.01427
S -4.22972 -1.06738 1.29356
C -1.06965 0.87830 1.88750
N -1.43491 0.94004 3.16403
S -0.85788 2.29020 3.81973
N -0.10342 2.94102 2.52387
C -0.29678 2.07696 1.55172
H 2.62897 1.43396 1.72904
H 4.00888 1.79562 0.69458
H 2.59505 1.08268 -0.07009
H 2.23734 3.64964 1.53307
H 3.18641 3.84875 0.05161
H 0.48208 4.23675 0.14353
H 1.12669 3.45588 -1.29646
H -2.03854 -2.77228 -0.29952
H -1.05252 -1.61502 3.15299
C 6.86660 0.22615 2.48307
Cl 6.71038 -0.35090 0.81859
Cl 5.27062 0.72896 3.05169
Cl 7.48216 -1.07403 3.51183
Cl 7.98084 1.59878 2.53601
C -0.84939 5.89874 6.69245
Cl -0.92424 5.18667 8.31763
Cl -2.13765 7.09466 6.51737
Cl 0.71596 6.67820 6.44410
Cl -1.06180 4.61571 5.48704
C 4.53722 -2.65502 -1.70690
Cl 4.57752 -3.35320 -0.08261
Cl 3.26047 -1.43119 -1.79154
Cl 6.10022 -1.90056 -2.06337
Cl 4.21121 -3.92744 -2.88863
C -4.39465 4.87382 2.45761
Cl -2.74085 4.24961 2.36720
Cl -5.45556 3.62362 3.11576
Cl -4.42754 6.29439 3.51093
Cl -4.94635 5.32582 0.83800
C 3.54599 -6.25174 -6.08322
Cl 3.58864 -6.96325 -4.46381
Cl 2.27022 -5.02981 -6.15595
Cl 5.10568 -5.49825 -6.43734
Cl 3.21912 -7.51725 -7.27716
C -5.79399 -4.71325 -2.48413
Cl -5.42120 -4.42196 -0.78215
Cl -4.31833 -5.18167 -3.33994
Cl -6.98978 -6.00955 -2.61909
Cl -6.45177 -3.23082 -3.20220
C -3.08676 -3.62245 -7.15990
Cl -2.46966 -2.34519 -8.21722
Cl -3.34160 -2.97464 -5.53498
Cl -4.62087 -4.22791 -7.79850
Cl -1.91427 -4.94620 -7.08735
C -3.63007 3.16119 -3.71279
Cl -4.40196 1.57259 -3.64259
Cl -3.50103 3.67886 -5.40018
Cl -4.60265 4.33204 -2.80955
Cl -2.02250 3.06687 -3.00975
C 2.23629 7.15103 10.83900
Cl 3.76790 7.29903 9.96322
Cl 1.63900 8.76313 11.25749
Cl 1.04698 6.32870 9.81352
Cl 2.49146 6.21423 12.31869
C 4.03714 -7.81012 -11.74519
Cl 4.33067 -9.47316 -12.27449
Cl 5.38168 -6.78189 -12.25813
Cl 2.53386 -7.21871 -12.46566
Cl 3.90187 -7.76433 -9.97922
C -2.80540 -1.50008 6.69243
Cl -2.02836 -0.27255 5.68422
Cl -2.95411 -0.90141 8.35334
Cl -4.41007 -1.85516 6.04656
Cl -1.82490 -2.97375 6.68269
```

Results
**Charge**: 0
**E_HOMO**: -8.696 eV
**HOMO-LUMO gap**: 7.322 eV


Number 1: E -61413.71616 eV. Number 2: E -53653.05730 eV. Number 3: E -625983.96729 eV.